# C5H12N2O

The molecule C5H12N2O (wB97M-V/def2-TZVPD, the OMol25 dataset).

As for the net charge: 0. Its HOMO energy (alpha / beta) is -0.241 / -0.223 hartree. The energy above the lowest of the compared OMol25 structures with the same formula, charge and spin is 471.98 kJ/mol.

Each line ends with the Löwdin charge.
Positions of all 20 atoms, in Å:
C1 -0.884 1.565 1.103  -0.2213
C2 -0.241 -1.126 -1.788  -0.0749
C3 1.757 0.116 -0.862  -0.0648
N1 0.038 0.369 1.615  0.0166
C4 -0.095 -0.644 0.706  -0.3996
C5 0.292 -0.269 -0.652  -0.3980
N2 -1.135 -1.513 0.931  0.1519
O1 -0.845 2.667 1.929  -0.0648
H1 0.005 3.106 1.811  0.0809
H2 0.978 0.745 1.575  0.0850
H3 -1.384 -2.201 0.241  0.0882
H4 -1.586 -1.454 1.831  0.1083
H5 -1.910 1.189 1.145  0.0789
H6 -0.267 0.833 -0.534  0.1497
H7 0.001 -0.668 -2.748  0.0785
H8 -1.326 -1.233 -1.736  0.0724
H9 0.202 -2.126 -1.790  0.0843
H10 2.395 -0.770 -0.885  0.0820
H11 1.873 0.638 -1.813  0.0798
H12 2.132 0.777 -0.080  0.0670